Below is 2 unconnected molecules or ions with the total composition C12H17N2O in a non-equilibrium geometry, with properties calculated with the ωB97M-V functional and the def2-TZVPD basis.

Last column: Löwdin charge in e.
Positions of all 32 atoms, in Å:
C  2.374  1.756  2.525  -0.026
C  2.936  0.698  1.857  -0.009
C  0.983  2.115  2.286  0.049
C  2.173  0.064  0.742  -0.094
C  0.268  1.408  1.331  -0.010
C  0.781  0.378  0.550  -0.292
C  -0.335  -1.768  1.927  -0.420
C  -0.495  -1.500  -2.264  -0.164
C  -1.168  -0.220  -2.419  -0.181
C  0.679  -1.166  -1.308  -0.115
C  -1.089  0.512  -1.037  -0.244
C  -2.392  0.111  -0.291  -0.073
N  -1.157  -1.422  2.681  0.253
N  0.103  -0.194  -0.361  0.017
O  0.396  -2.418  1.270  0.138
H  2.849  2.208  3.357  0.104
H  3.960  0.549  1.947  0.103
H  0.430  2.815  2.760  0.088
H  2.974  0.427  -0.115  0.230
H  -0.773  1.741  1.289  0.119
H  -1.103  -2.344  -1.848  0.147
H  -0.133  -1.719  -3.224  0.105
H  -0.623  0.573  -3.146  0.172
H  -2.213  -0.244  -2.778  0.128
H  0.998  -2.110  -0.898  0.104
H  1.676  -0.802  -1.823  0.173
H  -1.194  1.622  -1.086  0.159
H  -3.328  0.629  -0.754  0.121
H  -2.397  0.311  0.805  0.052
H  -2.660  -1.016  -0.370  0.115
H  2.400  -1.057  0.575  0.164
H  -1.387  -0.468  2.868  0.088

Total charge: +1
HOMO-LUMO gap (eV): 8.09
Energy relative to the best compared isomer or geometry (same formula, charge and spin) (kcal per mole): 90.9